Entry from the Open Molecules 2025 dataset: an isolated molecule of C4H8OS3 at a distorted geometry (ωB97M-V/def2-TZVPD).

Calculated values
2S+1: 1
Energy above the lowest of the compared OMol25 structures with the same formula, charge and spin (kJ/mol): 262.93
Frontier orbital gap (eV): 8.35
Lowest unoccupied orbital energy (eV): -0.050

Last columns: bonded neighbours and bond lengths (Å).
Cartesian coordinates (Å):
1 C 0.8938 -0.1877 0.2553  C4 1.584, S6 1.608, S7 1.642
2 C 0.9377 -2.3947 -1.4237  S7 1.807, H9 1.063, H10 1.054, H11 1.158
3 C -1.2949 2.2008 -0.1088  S8 1.939, H12 1.083, H13 1.087, H14 1.052
4 C 0.3049 0.5600 1.5214  C1 1.584, S8 1.817, H15 1.041, H16 1.116
5 O -2.0485 -0.2696 0.5085  S8 1.500
6 S 1.9868 0.4503 -0.7361  C1 1.608
7 S 0.2011 -1.6631 0.0553  C1 1.642, C2 1.807
8 S -1.4706 0.8714 1.2915  C3 1.939, C4 1.817, O5 1.500
9 H 1.8393 -1.9541 -1.7753  C2 1.063
10 H 0.3071 -2.6803 -2.2179  C2 1.054
11 H 1.2905 -3.2646 -0.7459  C2 1.158
12 H -2.1684 2.2306 -0.7479  C3 1.083
13 H -0.4249 1.7702 -0.5982  C3 1.087
14 H -1.3142 3.0774 0.4732  C3 1.052
15 H 0.8103 1.3987 1.8761  C4 1.041
16 H 0.1500 -0.1452 2.3726  C4 1.116